This record from the OMol25 dataset describes a structure of composition C30H37ClNO3SiTa at a distorted geometry. The level of theory is the ωB97M-V functional and the def2-TZVPD basis.

Structure (XYZ):
```
74
Properties=species:S:1:pos:R:3:lowdin_charge:R:1
C -0.27 1.93 -0.09 -0.166
H 0.45 -0.76 1.87 0.097
C -0.21 3.03 0.96 -0.144
H 4.17 -0.61 -1.75 0.124
C -4.61 1.90 1.38 -0.054
C -0.25 -0.06 1.42 -0.191
C -1.02 -3.40 2.19 -0.102
C 1.83 -1.98 -2.14 -0.212
C -3.47 -3.68 3.47 -0.051
C 1.87 1.00 0.75 -0.177
Si -1.76 -1.02 0.85 0.635
C -4.25 -0.31 -0.27 -0.085
H 0.19 2.30 -1.00 0.096
H 1.69 1.65 -5.73 0.118
C -2.01 -2.44 1.98 -0.253
H -0.05 -3.30 1.71 0.067
H 1.36 -2.95 -2.29 0.094
C 0.08 1.84 -3.37 -0.423
H 2.67 -2.99 2.32 0.125
H 1.77 3.72 0.47 0.122
C 4.10 -1.64 1.46 -0.664
H 2.40 1.36 -0.12 0.103
C 2.03 1.17 -4.82 0.020
H 1.40 -3.23 0.21 0.108
C 1.24 3.34 1.34 -0.163
C 2.96 -2.44 1.44 -0.077
O 2.08 1.33 -2.37 -0.105
C -5.42 0.43 -0.34 -0.053
H 2.96 2.24 2.08 0.132
N 0.47 0.67 0.32 -0.290
C 1.99 3.42 -3.67 0.020
H -2.66 -5.48 4.29 0.118
C -1.24 -4.49 3.02 -0.062
H -2.69 1.45 2.19 0.095
H 1.27 4.12 2.10 0.128
H -0.47 -5.23 3.18 0.112
C 1.57 1.97 -3.61 -0.487
O -0.75 2.67 -3.33 0.245
C -3.24 0.05 0.63 -0.288
H -4.14 -1.18 -0.91 0.103
H -4.03 -1.86 2.49 0.106
H -2.03 -1.65 -1.55 0.036
C -3.44 1.16 1.46 -0.097
H 1.63 3.98 -2.81 0.102
C -1.16 -1.66 -0.87 -0.315
H -0.71 3.90 0.54 0.137
H 1.66 0.15 -4.80 0.086
C 4.54 -0.98 0.31 -0.075
H -0.85 -2.71 -0.76 0.043
H 5.45 -0.41 0.34 0.127
H -4.76 2.75 2.03 0.116
C -3.24 -2.59 2.63 -0.069
C -2.47 -4.63 3.65 -0.050
Ta 0.40 -0.49 -1.58 1.895
H -6.52 2.11 0.42 0.118
O -0.19 0.47 -3.03 -0.214
C 3.80 -1.08 -0.85 -0.043
C 2.24 -2.55 0.26 -0.048
H 2.38 -1.72 -3.05 0.083
H 3.08 3.50 -3.72 0.109
H -0.53 0.65 2.21 0.094
H 1.57 3.88 -4.57 0.118
H 1.43 1.70 2.74 0.124
C 1.91 2.07 1.83 -0.144
H -6.20 0.14 -1.04 0.117
C -5.60 1.53 0.48 -0.048
Cl 4.98 -1.47 2.92 0.779
H -4.42 -3.79 3.97 0.117
H -0.77 2.74 1.85 0.108
H 3.12 1.15 -4.84 0.110
H 3.04 1.44 -2.38 0.119
C 2.63 -1.86 -0.90 -0.354
H 2.32 0.08 1.08 0.082
H -1.31 1.66 -0.30 0.120
```

Properties
Energy above the lowest of the compared OMol25 structures with the same formula, charge and spin, kcal/mol: 6.86
Energy, hartree: -2252.06910
Total charge: +2
Molar mass, g/mol: 704.1